Arrangement A

Entry from OMol25: C24H22N2O3 in the gas phase (ωB97M-V/def2-TZVPD).

Properties
gap between HOMO and LUMO: 8.5 eV
2S+1: 1
E_LUMO: 0.3 eV

The geometry in XYZ format:
```
51
Properties=species:S:1:pos:R:3:nbo_charge:R:1
C -1.48 -0.96 -2.55 -0.42
N -0.56 -0.04 -1.92 -0.41
C -0.56 1.29 -2.45 -0.41
C 0.16 -0.46 -0.86 0.64
O 0.21 -1.64 -0.53 -0.64
C 0.98 0.55 -0.11 0.10
C 0.51 1.65 0.51 -0.26
C -0.89 2.06 0.57 0.05
C -1.20 3.41 0.71 -0.25
C -2.52 3.82 0.75 -0.19
C -3.55 2.90 0.66 -0.28
C -3.25 1.55 0.56 0.38
O -4.31 0.69 0.41 -0.50
C -4.14 -0.66 0.64 0.27
C -3.51 -1.15 1.77 -0.23
C -3.42 -2.52 1.97 -0.20
C -3.96 -3.39 1.04 -0.23
C -4.61 -2.90 -0.08 -0.19
C -4.70 -1.53 -0.29 -0.26
C -1.93 1.13 0.52 -0.35
N 2.31 0.12 -0.05 -0.60
C 3.40 0.80 0.42 0.65
O 3.38 1.96 0.76 -0.60
C 4.64 -0.02 0.45 -0.08
C 4.64 -1.39 0.68 -0.21
C 5.84 -2.09 0.71 -0.21
C 7.04 -1.43 0.51 -0.19
C 7.05 -0.06 0.30 -0.21
C 5.86 0.64 0.27 -0.18
H -1.41 -1.92 -2.05 0.25
H -1.23 -1.08 -3.61 0.20
H -2.50 -0.58 -2.47 0.20
H 0.29 1.86 -2.07 0.23
H -0.48 1.24 -3.54 0.20
H -1.48 1.82 -2.20 0.20
H 1.21 2.29 1.01 0.26
H -0.40 4.13 0.77 0.22
H -2.75 4.87 0.85 0.22
H -4.58 3.21 0.68 0.23
H -3.10 -0.46 2.50 0.22
H -2.93 -2.90 2.85 0.22
H -3.89 -4.46 1.19 0.22
H -5.04 -3.57 -0.80 0.22
H -5.20 -1.13 -1.15 0.22
H -1.70 0.07 0.47 0.23
H 2.43 -0.83 -0.35 0.42
H 3.72 -1.92 0.86 0.22
H 5.83 -3.15 0.90 0.22
H 7.97 -1.98 0.54 0.22
H 7.98 0.46 0.16 0.22
H 5.84 1.71 0.12 0.23
```

=====

Arrangement B

Entry from OMol25: 2 unconnected molecules or ions with the total composition C24H22N2O3 (ωB97M-V/def2-TZVPD).

Properties
gap between HOMO and LUMO: 3.2 eV
2S+1: 1
E_LUMO: -2.2 eV

The geometry in XYZ format:
```
51
Properties=species:S:1:pos:R:3:nbo_charge:R:1
C -1.13 2.51 -0.20 -0.28
N -1.93 1.75 -1.08 0.47
O -1.62 1.74 -2.29 -0.55
O -2.91 1.13 -0.65 -0.56
C -1.35 2.68 1.17 -0.08
C -2.39 2.01 1.85 -0.20
C -2.65 2.25 3.17 -0.22
C -1.88 3.15 3.87 -0.28
C -0.82 3.79 3.25 -0.22
C -0.55 3.56 1.92 -0.24
H -0.31 3.02 -0.67 0.19
H -2.99 1.31 1.30 0.24
H -3.46 1.74 3.66 0.20
H -2.10 3.35 4.91 0.20
H -0.20 4.47 3.82 0.20
H 0.27 4.06 1.45 0.19
C 4.39 -0.18 3.84 -0.26
O 3.26 -0.96 4.09 -0.47
C 2.32 -0.96 3.06 0.37
C 2.47 -0.26 1.85 -0.34
C 1.52 -0.37 0.87 -0.05
C 0.38 -1.18 1.02 -0.19
C -0.54 -1.37 -0.04 0.10
C -0.19 -1.30 -1.41 -0.09
C -1.09 -1.38 -2.54 -0.09
C -2.48 -1.30 -2.62 -0.15
C -3.07 -1.42 -3.86 -0.18
C -2.30 -1.62 -5.01 -0.19
C -0.93 -1.68 -4.95 -0.26
C -0.32 -1.54 -3.70 0.20
N 1.03 -1.53 -3.30 -0.30
C 2.18 -1.81 -4.17 -0.41
C 1.10 -1.37 -1.95 0.11
C 0.20 -1.82 2.27 -0.10
C 1.15 -1.72 3.25 -0.26
H 5.08 -0.28 4.68 0.21
H 4.89 -0.51 2.93 0.18
H 4.10 0.87 3.74 0.19
H 3.33 0.36 1.69 0.23
H 1.63 0.21 -0.04 0.22
H -1.53 -1.71 0.20 0.23
H -3.06 -1.10 -1.74 0.25
H -4.14 -1.33 -3.94 0.22
H -2.80 -1.73 -5.96 0.22
H -0.34 -1.82 -5.83 0.21
H 1.86 -1.93 -5.20 0.23
H 2.90 -1.00 -4.11 0.22
H 2.67 -2.73 -3.83 0.22
H 2.02 -1.43 -1.38 0.23
H -0.68 -2.41 2.43 0.22
H 1.02 -2.22 4.19 0.24
```

=====

What should be chosen as the least stable of them? Choose arrangement B.